No. 1
{"formula": "C8H13NO", "method": "ωB97M-V/def2-TZVPD", "lumo_ev": 0.79, "homo_energy_ev": -8.98, "mol_weight_g_mol": 139.20, "fmax_ev_per_a": 0.578, "spin_multiplicity": 1, "elements": ["C", "C", "C", "C", "C", "C", "C", "C", "N", "O", "H", "H", "H", "H", "H", "H", "H", "H", "H", "H", "H", "H", "H"], "coordinates": [[-0.3514, 1.5590, 1.4829], [2.0619, 0.2478, -0.7354], [-0.9670, 0.9108, -1.4267], [-1.4912, -1.4441, -0.7013], [0.2608, -0.9972, 1.7383], [-0.1424, 0.1956, 0.8954], [0.8438, -0.3682, -0.1292], [-0.6024, -0.2333, -0.5021], [0.9591, -1.5744, 0.7107], [0.1698, -1.2699, 2.9018], [1.6896, -2.2625, 0.7401], [-0.1298, 1.5140, 2.5479], [-1.3837, 1.8827, 1.3633], [0.3007, 2.3042, 1.0288], [1.9295, 1.3136, -0.8535], [2.2768, -0.1871, -1.7120], [2.9232, 0.0872, -0.0783], [-0.3656, 1.7859, -1.2399], [-2.0280, 1.1680, -1.3042], [-0.8067, 0.6050, -2.4685], [-1.0439, -2.3355, -0.2598], [-2.4588, -1.2817, -0.2316], [-1.6444, -1.6197, -1.7667]]}

No. 2
{"formula": "C6H12", "method": "ωB97M-V/def2-TZVPD", "lumo_ev": 0.99, "homo_energy_ev": -7.89, "mol_weight_g_mol": 84.16, "fmax_ev_per_a": 0.241, "spin_multiplicity": 1, "elements": ["C", "C", "C", "C", "C", "C", "H", "H", "H", "H", "H", "H", "H", "H", "H", "H", "H", "H"], "coordinates": [[0.0877, -2.2488, -0.2004], [-0.5159, -1.1111, 0.6424], [-0.8022, -0.0806, -0.4093], [-0.8865, 1.7023, 0.6537], [0.1071, 1.0851, -0.3828], [1.5704, 1.0056, 0.0611], [-0.6119, -2.5312, -0.9924], [1.0232, -1.9284, -0.6736], [0.2997, -3.1201, 0.4253], [0.1769, -0.8447, 1.4585], [-1.4473, -1.4689, 1.0963], [-1.8552, 1.1679, 0.5836], [-0.5169, 1.5932, 1.6743], [-1.1233, 2.7390, 0.4204], [0.0504, 1.6605, -1.3142], [2.0292, 2.0004, 0.0975], [2.1452, 0.4159, -0.6634], [1.7021, 0.5434, 1.0444]]}

No. 3
{"formula": "FeI", "method": "ωB97M-V/def2-TZVPD", "lumo_ev": [-7.93, -7.95], "homo_energy_ev": [-14.43, -14.34], "mol_weight_g_mol": 182.75, "s2": 6.0093, "fmax_ev_per_a": 2.750, "spin_multiplicity": 5, "total_charge": 1, "elements": ["Fe", "I"], "coordinates": [[-0.4418, 1.2582, -0.3991], [0.4418, -1.2582, 0.3991]]}

No. 4
{"formula": "C33H38MnN4S", "method": "ωB97M-V/def2-TZVPD", "lumo_ev": [2.52, 2.52], "homo_energy_ev": [-1.14, -3.17], "mol_weight_g_mol": 577.70, "s2": 6.0683, "fmax_ev_per_a": 2.994, "spin_multiplicity": 5, "total_charge": -1, "elements": ["Mn", "N", "N", "C", "C", "C", "C", "H", "H", "H", "C", "C", "H", "H", "H", "C", "C", "H", "H", "H", "C", "H", "H", "H", "C", "H", "H", "H", "C", "H", "C", "H", "C", "H", "C", "H", "C", "C", "H", "C", "C", "H", "C", "H", "N", "C", "C", "C", "H", "C", "C", "H", "H", "H", "C", "H", "C", "C", "H", "H", "H", "C", "H", "H", "H", "S", "C", "N", "C", "C", "C", "C", "H", "H", "H", "H", "H"], "coordinates": [[-0.7828, 0.1826, -0.0398], [-1.7501, 3.3077, -1.9120], [0.1906, 0.1824, -2.3651], [-1.4407, -1.4217, 1.0980], [-2.3391, -1.2043, -0.0231], [-2.8844, 0.1226, 0.0979], [-3.8969, 0.7629, -0.8087], [-4.0418, 0.1733, -1.7290], [-3.5841, 1.7804, -1.1020], [-4.8764, 0.8264, -0.2979], [-2.3165, 0.7458, 1.2574], [-2.6421, 2.1245, 1.7571], [-3.5422, 2.1135, 2.4026], [-2.8340, 2.8083, 0.9142], [-1.8106, 2.5439, 2.3469], [-1.4364, -0.2252, 1.8900], [-0.7096, -0.0307, 3.1908], [-0.3791, 1.0129, 3.3198], [0.1829, -0.6751, 3.2506], [-1.3671, -0.2851, 4.0440], [-2.6952, -2.2163, -1.0746], [-3.6337, -2.7470, -0.8225], [-1.9023, -2.9749, -1.1748], [-2.8359, -1.7444, -2.0621], [-0.7451, -2.7086, 1.4368], [0.1897, -2.5288, 1.9913], [-0.4839, -3.2810, 0.5329], [-1.3921, -3.3504, 2.0668], [-1.5928, 4.6380, -1.8964], [-2.5159, 5.2290, -1.8107], [-0.3508, 5.2813, -1.9886], [-0.2845, 6.3737, -1.9761], [0.7935, 4.4759, -2.0974], [1.7890, 4.9277, -2.1704], [0.6503, 3.0880, -2.1049], [1.5254, 2.4340, -2.1677], [-0.6453, 2.5265, -2.0061], [-0.8916, 1.0740, -1.9343], [-1.8393, 0.7984, -2.4191], [0.3978, -0.6518, -1.3207], [0.9563, -0.1518, -3.4773], [0.9418, 0.4064, -4.4117], [1.6759, -1.2570, -3.1008], [2.4164, -1.8477, -3.6363], [1.3185, -1.5637, -1.7719], [1.7912, -2.7017, -1.0355], [1.4116, -3.9932, -1.4619], [1.8475, -5.0928, -0.7032], [1.5466, -6.1000, -1.0152], [2.6375, -4.9352, 0.4476], [3.1125, -6.1343, 1.2367], [3.0982, -5.9324, 2.3214], [4.1531, -6.3956, 0.9659], [2.4855, -7.0198, 1.0398], [2.9934, -3.6321, 0.8361], [3.6074, -3.4874, 1.7332], [2.5854, -2.4988, 0.1137], [2.9542, -1.1139, 0.5828], [3.1779, -0.4420, -0.2623], [3.8278, -1.1481, 1.2536], [2.1121, -0.6550, 1.1292], [0.5423, -4.1999, -2.6813], [1.1360, -4.1664, -3.6135], [-0.2285, -3.4163, -2.7641], [0.0451, -5.1826, -2.6395], [1.1455, 1.6191, 0.6468], [0.7654, 2.9535, 1.5330], [1.4776, 3.2345, 2.6665], [1.2623, 4.3776, 3.3818], [0.3014, 5.3009, 2.9678], [-0.4335, 5.0378, 1.8170], [-0.1906, 3.8689, 1.1026], [2.2184, 2.5768, 2.9942], [1.8464, 4.5810, 4.2708], [0.1277, 6.2111, 3.5261], [-1.1869, 5.7380, 1.4750], [-0.7563, 3.6742, 0.2396]]}

No. 5
{"formula": "C3H7NO3", "method": "ωB97M-V/def2-TZVPD", "lumo_ev": 0.71, "homo_energy_ev": -8.84, "mol_weight_g_mol": 105.09, "fmax_ev_per_a": 4.109, "spin_multiplicity": 1, "elements": ["O", "C", "O", "C", "C", "O", "N", "H", "H", "H", "H", "H", "H", "H"], "coordinates": [[0.8406, 0.8985, 2.3619], [0.4921, 0.8551, 1.2267], [0.1947, 2.0650, 0.5584], [-0.0335, -0.2704, 0.4213], [0.6572, -0.5761, -1.0344], [0.1293, -1.7508, -1.4826], [-1.4286, 0.0090, 0.0921], [0.4243, 2.8021, 1.1173], [0.0564, -1.2862, 0.8060], [1.7422, -0.3758, -0.9234], [0.2828, 0.1610, -1.7584], [0.3639, -2.6032, -1.1346], [-1.5857, 0.7387, -0.5641], [-2.1356, -0.6668, 0.3139]]}

No. 6
{"formula": "C4H9NO", "method": "ωB97M-V/def2-TZVPD", "lumo_ev": 0.98, "homo_energy_ev": -8.10, "mol_weight_g_mol": 87.12, "fmax_ev_per_a": 0.454, "spin_multiplicity": 1, "elements": ["C", "C", "N", "C", "C", "O", "H", "H", "H", "H", "H", "H", "H", "H", "H"], "coordinates": [[1.3127, -0.0099, -1.1929], [-0.1979, 0.1933, -1.2122], [-0.9055, -0.8037, -0.3890], [-1.2595, -0.8056, 0.8749], [-0.8076, 0.4419, 1.6268], [0.5634, 0.2407, 1.9710], [1.7979, 0.7440, -1.8211], [1.6769, 0.0884, -0.1670], [1.5875, -0.9987, -1.5770], [-0.5941, 0.1170, -2.2300], [-1.1020, -1.6653, -0.8878], [-0.4507, 1.1891, -0.8434], [-1.4141, 0.5664, 2.5325], [-0.8476, 1.3879, 1.0719], [0.6406, -0.6856, 2.2432]]}

No. 7
{"formula": "C25H51Cl13N2O4", "method": "ωB97M-V/def2-TZVPD", "lumo_ev": [-2.57, -8.99], "homo_energy_ev": [-12.24, -12.24], "mol_weight_g_mol": 904.58, "s2": 0.7617, "fmax_ev_per_a": 3.391, "spin_multiplicity": 2, "total_charge": 1, "elements": ["C", "C", "C", "C", "N", "C", "C", "C", "C", "C", "H", "H", "H", "H", "H", "H", "H", "H", "H", "H", "H", "H", "H", "H", "H", "H", "H", "H", "H", "H", "Cl", "O", "O", "O", "O", "Cl", "C", "C", "Cl", "H", "H", "H", "H", "Cl", "C", "C", "Cl", "H", "H", "H", "H", "Cl", "C", "C", "Cl", "H", "H", "H", "H", "Cl", "C", "C", "Cl", "H", "H", "H", "H", "Cl", "C", "C", "Cl", "H", "H", "H", "H", "Cl", "C", "C", "Cl", "H", "H", "H", "H", "C", "C", "C", "C", "N", "H", "H", "H", "H", "H", "H", "H"], "coordinates": [[-1.5970, 4.2692, -7.8231], [-2.1694, 3.1502, -6.9487], [-1.1868, 2.3116, -6.1649], [-0.1280, 3.1298, -5.2932], [0.7970, 2.3205, -4.2903], [-0.0370, 1.7314, -3.1220], [-0.1907, 2.9664, -2.2157], [1.1020, 3.7401, -2.2569], [1.7114, 3.3503, -3.5786], [1.6309, 1.3062, -5.0541], [-1.0881, 5.0875, -7.3135], [-2.2685, 4.6345, -8.6000], [-0.8358, 3.7823, -8.4327], [-2.8311, 2.5073, -7.5293], [-2.8651, 3.6888, -6.3052], [-0.6787, 1.7033, -6.9132], [-1.7236, 1.6374, -5.4975], [-0.5745, 3.8602, -4.6184], [0.4893, 3.7438, -5.9489], [0.4116, 0.8997, -2.5787], [-0.9742, 1.2924, -3.4641], [-0.3630, 2.5780, -1.2119], [-1.0644, 3.6119, -2.3054], [1.7977, 3.4372, -1.4744], [0.9937, 4.8197, -2.1524], [2.6914, 2.8789, -3.5038], [1.9165, 4.1814, -4.2533], [2.4064, 0.8093, -4.4712], [2.0323, 1.8693, -5.8967], [0.8599, 0.5809, -5.3140], [0.8538, -1.1095, 0.6221], [-0.3519, -1.8727, 0.8345], [1.4053, -0.8878, 1.8984], [1.6260, -1.8973, -0.2623], [0.5588, 0.1433, 0.0322], [-2.9904, 3.5700, -0.1773], [-2.8715, 1.8890, 0.4663], [-3.8692, 1.4249, 1.4999], [-3.6953, -0.2897, 1.8961], [-1.8342, 1.7428, 0.7677], [-2.9155, 1.0652, -0.2461], [-4.8853, 1.6952, 1.2123], [-3.8084, 2.0386, 2.3986], [-1.8768, -4.6900, -3.1024], [-1.0278, -3.2084, -2.4586], [-0.0737, -2.5017, -3.4544], [-1.1310, -1.3731, -4.4340], [-0.4387, -3.4644, -1.5779], [-1.7858, -2.5630, -2.0146], [0.3907, -3.1283, -4.2158], [0.7293, -1.9385, -2.9789], [-4.5319, -4.5500, 1.5558], [-2.7600, -4.5839, 1.2042], [-2.0882, -5.0813, 2.4593], [-2.0292, -6.8158, 2.6206], [-2.4274, -3.6494, 0.7525], [-2.5905, -5.3079, 0.4073], [-2.5127, -4.5423, 3.3063], [-1.0414, -4.7787, 2.4313], [0.6303, 2.2522, 4.7861], [0.5759, 2.2443, 3.0054], [1.8741, 2.4756, 2.2464], [2.6016, 4.0640, 2.5480], [0.0743, 3.1868, 2.7858], [0.0737, 1.3019, 2.7863], [1.6584, 2.4803, 1.1779], [2.7081, 1.8133, 2.4785], [4.8765, -0.3670, 3.6525], [3.6383, -0.3789, 4.9435], [3.5762, 0.9553, 5.7629], [4.9976, 0.8942, 6.8434], [3.8663, -1.2559, 5.5493], [2.7288, -0.4886, 4.3529], [2.7099, 0.7831, 6.4016], [3.5340, 1.8097, 5.0874], [2.1766, -6.0599, 0.9529], [2.2025, -4.5998, 1.9583], [3.6348, -3.9190, 1.9775], [4.9120, -4.9065, 2.7178], [1.8214, -4.8467, 2.9492], [1.4152, -3.9387, 1.5960], [3.6424, -2.9408, 2.4583], [3.9170, -3.6326, 0.9644], [-1.3474, -0.8688, 6.5288], [-1.2399, -0.8185, 5.0281], [-1.4892, -2.0999, 4.2698], [-0.4164, -3.0611, 4.6010], [0.3986, -3.8614, 4.8709], [-1.1632, 0.1645, 6.8227], [-0.5146, -1.4467, 6.9295], [-2.3284, -1.2585, 6.8006], [-0.2432, -0.4100, 4.8619], [-1.9204, -0.0457, 4.6705], [-1.4014, -1.9396, 3.1952], [-2.4715, -2.4955, 4.5280]]}

No. 8
{"formula": "C5H13N2O", "method": "ωB97M-V/def2-TZVPD", "lumo_ev": -3.10, "homo_energy_ev": -13.26, "mol_weight_g_mol": 117.17, "fmax_ev_per_a": 2.015, "spin_multiplicity": 1, "total_charge": 1, "elements": ["O", "C", "C", "C", "C", "C", "N", "N", "H", "H", "H", "H", "H", "H", "H", "H", "H", "H", "H", "H", "H"], "coordinates": [[1.2279, 2.2303, -2.6756], [0.2209, 1.9382, -2.0896], [0.0206, 0.5592, -1.4993], [1.0193, 0.5010, -0.3126], [1.0596, -0.7642, 0.5583], [-0.6091, -1.0435, 2.4038], [-0.2985, -1.2447, 0.9565], [-1.3370, 0.2809, -1.0689], [-0.5665, 2.6882, -1.9336], [0.4498, -0.1588, -2.2112], [0.7424, 1.3587, 0.3449], [2.0328, 0.6963, -0.6740], [1.6438, -0.4728, 1.4378], [1.4907, -1.5000, -0.1334], [-1.5278, -1.5627, 2.6640], [-0.6272, 0.0318, 2.5704], [0.1717, -1.5562, 2.9746], [-0.3502, -2.2280, 0.7050], [-1.0372, -0.7408, 0.4001], [-1.7823, 1.0839, -0.6367], [-1.9436, -0.0968, -1.7807]]}